DFT (ωB97M-V with the def2-TZVPD basis set) results for C5H5NOS3 in the gas phase in a non-equilibrium geometry.

```
15
Properties=species:S:1:pos:R:3
C -0.906 3.619 0.825
C -0.399 2.666 0.266
C -0.669 0.320 -0.176
C 0.065 1.414 -0.119
C -0.544 -2.192 -0.207
N -0.016 -0.911 -0.444
O 2.443 -1.428 -1.211
S 1.962 -1.235 1.603
S 1.739 1.314 -0.681
S 1.683 -0.715 -0.218
H -1.350 4.455 1.223
H -1.788 0.509 -0.129
H 0.024 -2.834 -0.841
H -0.666 -2.772 0.721
H -1.577 -2.211 -0.614
```

Summary:
- E_HOMO (alpha / beta): -5.70 / -9.17 eV
- Maximum force: 6.47 eV Å⁻¹
- Multiplicity: 3

For reference, the Mulliken charges in units of e are:
1. C -0.3024
2. C -0.4090
3. C -0.3384
4. C 0.5384
5. C -0.9812
6. N -0.0010
7. O -0.5974
8. S -0.3074
9. S -0.2129
10. S 0.7269
11. H 0.4766
12. H 0.3246
13. H 0.3865
14. H 0.3542
15. H 0.3427


DFT (ωB97M-V with the def2-TZVPD basis set) results for a molecular structure, C5H5O2 in a non-equilibrium geometry.

```
12
Properties=species:S:1:pos:R:3
C 1.099 0.879 -0.227
C 0.474 0.519 0.938
C -2.261 0.189 0.016
C 1.112 -0.469 -0.779
C 0.371 -0.813 0.522
O -2.766 -0.547 0.756
O -2.059 1.103 -0.715
H 0.878 1.703 -0.860
H -0.133 0.958 1.745
H 0.526 -0.850 -1.646
H 2.050 -0.995 -0.847
H 0.708 -1.678 1.098
```

Summary:
- E_HOMO: -1.34 eV
- Maximum force: 2.90 eV Å⁻¹
- Multiplicity: 1
- Relative energy (zero: lowest compared OMol25 entry of this formula, charge and spin): 328.2 kJ/mol
- Net charge: -1

For reference, the Mulliken charges in units of e are:
1. C -0.4975
2. C -0.5376
3. C 0.5963
4. C -0.6532
5. C -0.3821
6. O -0.3051
7. O -0.4294
8. H 0.1999
9. H 0.4440
10. H 0.1872
11. H 0.2726
12. H 0.1049


DFT (ωB97M-V with the def2-TZVPD basis set) results for a gas-phase ion, C5H5O3 (charge -1) in a non-equilibrium geometry.

```
13
Properties=species:S:1:pos:R:3
C 0.563 -0.091 -0.782
C 0.499 -2.142 1.227
C 0.413 0.232 0.572
C 1.168 -0.758 1.375
C -1.432 1.162 -1.534
O 0.698 -3.004 0.454
O -0.130 1.152 1.204
O -0.148 0.435 -1.748
H 1.091 -0.395 2.391
H 2.272 -0.822 1.099
H -1.326 2.044 -2.225
H -1.403 1.587 -0.422
H -2.266 0.601 -1.613
```

Summary:
- E_HOMO (alpha / beta): -2.22 / -2.44 eV
- Maximum force: 6.62 eV Å⁻¹
- Multiplicity: 1
- Relative energy (zero: lowest compared OMol25 entry of this formula, charge and spin): 548.1 kJ/mol
- Net charge: -1

For reference, the Mulliken charges in units of e are:
1. C -1.0242
2. C -0.1444
3. C 0.8725
4. C -0.1554
5. C -0.6537
6. O -0.3001
7. O -0.7548
8. O -0.0829
9. H 0.3227
10. H 0.1904
11. H 0.2084
12. H 0.2235
13. H 0.2979


DFT (ωB97M-V with the def2-TZVPD basis set) results for 2 unconnected molecules or ions with the total composition C5H5O4PS in a non-equilibrium geometry.

```
16
Properties=species:S:1:pos:R:3
C 0.739 -0.819 -0.742
C 0.291 -1.788 -1.609
C -1.509 -0.118 -1.000
C -0.199 0.169 -0.401
C 0.057 1.310 0.432
O 1.652 3.391 1.374
O 3.001 1.288 0.758
O 1.461 2.474 -0.926
O -0.704 -0.177 2.019
P 1.829 2.201 0.495
S -1.502 -1.526 -1.918
H 1.721 -0.923 -0.353
H 0.790 -2.643 -2.085
H -2.487 0.461 -0.871
H -0.753 2.016 0.657
H -0.314 -0.992 1.738
```

Summary:
- E_HOMO: -0.46 eV
- Maximum force: 4.17 eV Å⁻¹
- Multiplicity: 1
- Relative energy (zero: lowest compared OMol25 entry of this formula, charge and spin): 226.0 kJ/mol
- Net charge: -2

For reference, the Mulliken charges in units of e are:
1. C -0.3871
2. C -0.3180
3. C -0.3788
4. C 0.4814
5. C -0.5075
6. O -0.8004
7. O -0.7762
8. O -0.6801
9. O -0.9007
10. P 0.8035
11. S -0.2689
12. H 0.4179
13. H 0.3867
14. H 0.2926
15. H 0.4010
16. H 0.2345


DFT (ωB97M-V with the def2-TZVPD basis set) results for a molecular structure, C5H5ORb in a non-equilibrium geometry.

```
12
Properties=species:S:1:pos:R:3
C 2.439 -4.168 -4.765
C 3.500 -3.349 -4.626
H 2.542 -5.251 -4.666
H 1.436 -3.773 -4.936
H 3.386 -2.263 -4.662
H 4.493 -3.739 -4.390
C 2.380 -3.555 -1.424
C 1.669 -2.707 -0.858
H 3.032 -4.416 -1.382
C 0.898 -1.661 -0.450
O 0.161 -1.302 0.417
Rb -2.323 1.454 2.213
```

Summary:
- E_HOMO (alpha / beta): -10.47 / -11.77 eV
- Maximum force: 2.28 eV Å⁻¹
- Multiplicity: 2
- Relative energy (zero: lowest compared OMol25 entry of this formula, charge and spin): 164.9 kJ/mol
- Net charge: +1

For reference, the Mulliken charges in units of e are:
1. C -0.5128
2. C -0.4874
3. H 0.2592
4. H 0.2459
5. H 0.2403
6. H 0.2584
7. C -0.0718
8. C 0.2148
9. H 0.3865
10. C -0.0989
11. O -0.4277
12. Rb 0.9934


DFT (ωB97M-V with the def2-TZVPD basis set) results for a molecular structure, C5H5OTl in a non-equilibrium geometry.

```
12
Properties=species:S:1:pos:R:3
C -1.498 -0.155 0.531
C -2.240 -1.253 0.288
C -1.862 1.034 -0.230
O -1.079 2.004 -0.181
Tl 0.176 0.944 1.131
H -2.114 -2.139 0.927
H -3.187 -1.219 -0.268
H -2.817 1.145 -0.782
C 1.821 0.938 2.522
C 2.783 0.870 3.360
H 3.452 1.725 3.532
H 2.925 -0.054 3.941
```

Summary:
- E_HOMO: -19.72 eV
- Maximum force: 3.59 eV Å⁻¹
- Multiplicity: 1
- Net charge: +2

For reference, the Mulliken charges in units of e are:
1. C -0.0495
2. C -0.4908
3. C 0.0062
4. O -0.4831
5. Tl 1.8820
6. H 0.2888
7. H 0.3065
8. H 0.4131
9. C -0.0569
10. C -0.4590
11. H 0.3236
12. H 0.3190


DFT (ωB97M-V with the def2-TZVPD basis set) results for C5H5P in the gas phase in a non-equilibrium geometry.

```
11
Properties=species:S:1:pos:R:3
C 0.490 1.127 1.019
C 0.430 -0.093 0.507
C -0.378 1.997 0.323
C -0.460 -0.275 -0.604
C -0.726 -1.371 -1.347
P -1.257 1.349 -0.975
H 1.179 1.409 1.896
H 1.262 -0.765 0.889
H -0.516 2.949 0.635
H -1.440 -1.527 -2.190
H -0.367 -2.284 -1.038
```

Summary:
- E_HOMO: -8.33 eV
- Maximum force: 4.13 eV Å⁻¹
- Multiplicity: 1
- Relative energy (zero: lowest compared OMol25 entry of this formula, charge and spin): 0.0 kJ/mol
- SMILES string: C=C1C=CC=P1

For reference, the Mulliken charges in units of e are:
1. C -0.2558
2. C -0.4519
3. C -0.4099
4. C 0.3558
5. C -0.6211
6. P -0.1807
7. H 0.3082
8. H 0.2462
9. H 0.4532
10. H 0.2545
11. H 0.3016


DFT (ωB97M-V with the def2-TZVPD basis set) results for C5H5P in the gas phase in a non-equilibrium geometry.

```
11
Properties=species:S:1:pos:R:3
C -1.182 1.241 0.011
C 0.288 0.824 -0.012
C 0.622 -0.470 -0.764
C 0.577 -0.428 0.739
C -0.390 -1.238 -0.040
P -2.132 -0.157 0.042
H -1.562 2.215 -0.007
H 1.150 1.604 -0.065
H 1.580 -0.508 -1.202
H 1.417 -0.705 1.317
H -0.368 -2.377 -0.019
```

Summary:
- E_HOMO: -8.65 eV
- Maximum force: 3.60 eV Å⁻¹
- Multiplicity: 1
- Relative energy (zero: lowest compared OMol25 entry of this formula, charge and spin): 158.2 kJ/mol
- SMILES string: C1=P[C@H]2[C@H]3[C@@H]1[C@@H]23

For reference, the Mulliken charges in units of e are:
1. C -0.3570
2. C -0.0862
3. C -0.4030
4. C -0.5033
5. C -0.2256
6. P -0.1195
7. H 0.4400
8. H 0.2948
9. H 0.3592
10. H 0.2815
11. H 0.3191


DFT (ωB97M-V with the def2-TZVPD basis set) results for C5H6 in the gas phase.

```
11
Properties=species:S:1:pos:R:3
C -0.619 -1.836 -1.588
C -0.188 -1.189 -0.667
C 0.434 -0.325 0.313
C 0.444 1.148 -0.021
C -0.335 0.664 1.158
H -0.966 -2.385 -2.435
H 1.329 -0.735 0.774
H 1.364 1.703 0.124
H -0.118 1.416 -0.911
H 0.073 0.864 2.146
H -1.418 0.674 1.106
```

Summary:
- E_HOMO: -9.42 eV
- Maximum force: 0.40 eV Å⁻¹
- Multiplicity: 1
- Relative energy (zero: lowest compared OMol25 entry of this formula, charge and spin): 168.6 kJ/mol
- SMILES string: C#CC1CC1

For reference, the Mulliken charges in units of e are:
1. C 0.3297
2. C -0.7234
3. C -0.2142
4. C -0.5915
5. C -0.5259
6. H 0.3931
7. H 0.3209
8. H 0.2297
9. H 0.2708
10. H 0.2480
11. H 0.2629


DFT (ωB97M-V with the def2-TZVPD basis set) results for C5H6 in the gas phase in a non-equilibrium geometry.

```
11
Properties=species:S:1:pos:R:3
C 2.321 -0.067 -0.043
C 0.861 -0.382 0.067
C -0.077 0.549 0.015
C -1.420 0.216 -0.014
C -2.567 -0.258 -0.003
H 2.528 1.049 -0.229
H 2.890 -0.432 0.873
H 2.796 -0.605 -0.848
H 0.583 -1.478 0.062
H 0.117 1.667 0.136
H -3.621 -0.551 -0.127
```

Summary:
- E_HOMO: -8.80 eV
- Maximum force: 5.70 eV Å⁻¹
- Multiplicity: 1
- Relative energy (zero: lowest compared OMol25 entry of this formula, charge and spin): 175.7 kJ/mol
- SMILES string: C#C/C=C/C

For reference, the Mulliken charges in units of e are:
1. C -1.0216
2. C 0.1747
3. C -0.5930
4. C -0.3359
5. C 0.0371
6. H 0.2758
7. H 0.2665
8. H 0.2986
9. H 0.3033
10. H 0.2100
11. H 0.3845


DFT (ωB97M-V with the def2-TZVPD basis set) results for C5H6 in the gas phase in a non-equilibrium geometry.

```
11
Properties=species:S:1:pos:R:3
C -0.068 -1.194 -0.315
C 0.541 0.088 -0.188
C 1.577 0.801 -0.585
C -0.910 0.504 0.685
C -1.250 -0.859 0.267
H 0.325 -2.124 -0.694
H -2.201 -1.373 0.317
H 1.814 1.764 -0.159
H 2.237 0.420 -1.352
H -0.542 0.643 1.696
H -1.524 1.330 0.327
```

Summary:
- E_HOMO: -8.67 eV
- Maximum force: 3.15 eV Å⁻¹
- Multiplicity: 1
- Relative energy (zero: lowest compared OMol25 entry of this formula, charge and spin): 178.3 kJ/mol
- SMILES string: C=C1C=CC1

For reference, the Mulliken charges in units of e are:
1. C -0.6981
2. C 0.3187
3. C -0.6583
4. C -0.5808
5. C -0.1785
6. H 0.4100
7. H 0.3860
8. H 0.2413
9. H 0.2572
10. H 0.2297
11. H 0.2729


DFT (ωB97M-V with the def2-TZVPD basis set) results for C5H6 in the gas phase in a non-equilibrium geometry.

```
11
Properties=species:S:1:pos:R:3
C 2.208 0.016 0.140
C 1.340 0.155 -0.696
C -0.075 0.442 -0.581
C -1.048 -0.659 -0.429
C -0.768 0.205 0.765
H 3.064 0.114 0.715
H -0.311 1.339 -1.139
H -1.956 -0.512 -0.963
H -0.667 -1.674 -0.374
H -1.477 0.983 1.013
H -0.361 -0.300 1.664
```

Summary:
- E_HOMO: -9.23 eV
- Maximum force: 2.40 eV Å⁻¹
- Multiplicity: 1
- Relative energy (zero: lowest compared OMol25 entry of this formula, charge and spin): 273.0 kJ/mol
- SMILES string: C#CC1CC1

For reference, the Mulliken charges in units of e are:
1. C -0.2005
2. C -0.5618
3. C 0.1062
4. C -0.5556
5. C -0.5801
6. H 0.4041
7. H 0.3766
8. H 0.2579
9. H 0.2745
10. H 0.2274
11. H 0.2513


DFT (ωB97M-V with the def2-TZVPD basis set) results for a molecular structure, C5H6AlCl2O4Y in a non-equilibrium geometry.

```
19
Properties=species:S:1:pos:R:3
Y -0.661 -0.135 -3.456
Al 0.605 0.074 -0.383
Cl -0.605 -1.810 -1.501
Cl -0.666 1.663 -1.246
C 1.850 1.645 0.474
C 0.595 -1.874 -4.356
C 0.718 1.138 -4.872
O 2.096 2.670 0.967
O 1.024 -2.825 -4.860
O 1.215 1.816 -5.686
C -1.212 -0.566 3.418
C -0.351 0.354 2.566
O 0.006 -0.390 1.269
H -2.191 -0.736 2.951
H -1.382 -0.036 4.364
H -0.727 -1.520 3.666
H -0.866 1.244 2.201
H 0.601 0.628 3.020
H -0.048 -1.340 1.463
```

Summary:
- E_HOMO: -24.91 eV
- Maximum force: 9.30 eV Å⁻¹
- Multiplicity: 1
- Relative energy (zero: lowest compared OMol25 entry of this formula, charge and spin): 0.0 kJ/mol
- Net charge: +4

For reference, the Mulliken charges in units of e are:
1. Y 1.6336
2. Al 0.9328
3. Cl -0.1874
4. Cl -0.1818
5. C 0.4157
6. C 0.1153
7. C 0.1224
8. O 0.0385
9. O 0.1787
10. O 0.1788
11. C -1.3641
12. C -0.0204
13. O -0.2015
14. H 0.3877
15. H 0.3758
16. H 0.4862
17. H 0.3277
18. H 0.3392
19. H 0.4228


DFT (ωB97M-V with the def2-TZVPD basis set) results for C5H6Br2 in the gas phase in a non-equilibrium geometry.

```
13
Properties=species:S:1:pos:R:3
C 1.358 -1.467 1.400
C 0.325 0.533 0.246
C 1.271 -0.412 0.656
C -0.743 0.160 -0.299
C -1.624 1.097 -1.058
Br 2.978 -0.056 -0.381
Br -1.383 -1.660 -0.391
H 2.298 -2.019 1.466
H 0.508 -1.977 1.954
H 0.564 1.554 0.247
H -2.105 0.613 -1.924
H -0.983 2.038 -1.391
H -2.465 1.597 -0.524
```

Summary:
- E_HOMO: -9.38 eV
- Maximum force: 6.15 eV Å⁻¹
- Multiplicity: 1
- Relative energy (zero: lowest compared OMol25 entry of this formula, charge and spin): 105.0 kJ/mol
- SMILES string: C=C(Br)/C=C(/C)Br

For reference, the Mulliken charges in units of e are:
1. C -0.6194
2. C -0.2488
3. C 0.0954
4. C 0.4573
5. C -1.1369
6. Br -0.2251
7. Br -0.1643
8. H 0.2431
9. H 0.2577
10. H 0.4330
11. H 0.3614
12. H 0.2758
13. H 0.2708


DFT (ωB97M-V with the def2-TZVPD basis set) results for C5H6Br2 in the gas phase in a non-equilibrium geometry.

```
13
Properties=species:S:1:pos:R:3
C 1.685 -0.243 0.411
C 0.963 0.916 0.193
C 0.468 -1.148 0.640
C -0.344 0.272 0.297
C -1.152 0.348 -0.971
Br -1.451 0.948 1.723
Br -2.928 -0.526 -0.971
H 2.778 -0.504 0.562
H 1.185 1.940 -0.236
H 0.350 -1.820 -0.159
H 0.294 -1.484 1.616
H -0.559 -0.076 -1.889
H -1.288 1.377 -1.217
```

Summary:
- E_HOMO: -9.67 eV
- Maximum force: 4.26 eV Å⁻¹
- Multiplicity: 1
- Relative energy (zero: lowest compared OMol25 entry of this formula, charge and spin): 106.2 kJ/mol
- SMILES string: BrC[C@]1(Br)C=CC1

For reference, the Mulliken charges in units of e are:
1. C -0.1638
2. C -0.7545
3. C -0.8244
4. C 0.7063
5. C -0.8977
6. Br -0.0690
7. Br -0.1365
8. H 0.3346
9. H 0.3497
10. H 0.2763
11. H 0.3341
12. H 0.3727
13. H 0.4724


DFT (ωB97M-V with the def2-TZVPD basis set) results for C5H6Br2O3 in the gas phase in a non-equilibrium geometry.

```
16
Properties=species:S:1:pos:R:3
C 1.343 -0.743 -0.991
C -0.213 -0.111 1.042
C -0.661 0.286 -0.249
C 2.018 0.089 -0.020
C -2.102 -0.176 -0.427
O 1.865 -1.640 -1.578
O 0.029 -0.573 -1.203
O -0.065 0.733 2.041
Br 3.520 -0.656 0.896
Br 2.042 1.974 -0.679
H 0.029 -1.186 1.206
H -0.421 1.303 -0.454
H -2.733 0.284 0.339
H -2.154 -1.255 -0.281
H -2.667 0.050 -1.441
H 0.171 1.621 1.796
```

Summary:
- E_HOMO (alpha / beta): -8.02 / -8.27 eV
- Maximum force: 4.76 eV Å⁻¹
- Multiplicity: 1
- Relative energy (zero: lowest compared OMol25 entry of this formula, charge and spin): 0.0 kJ/mol

For reference, the Mulliken charges in units of e are:
1. C 0.6526
2. C -0.2126
3. C 0.4066
4. C -0.0762
5. C -1.4032
6. O -0.5546
7. O -0.3322
8. O -0.4223
9. Br -0.0617
10. Br -0.1382
11. H 0.4691
12. H 0.2491
13. H 0.4039
14. H 0.3533
15. H 0.2888
16. H 0.3778


DFT (ωB97M-V with the def2-TZVPD basis set) results for 2 unconnected molecules or ions with the total composition C5H6BrF in a non-equilibrium geometry.

```
13
Properties=species:S:1:pos:R:3
C -1.343 1.374 -1.965
C 0.386 -1.050 0.670
C -0.286 0.983 -2.396
C -0.893 -1.071 1.059
C 1.457 -0.019 0.804
F 0.962 0.729 -2.617
Br -1.782 0.197 2.191
H -2.213 1.658 -1.465
H -1.718 -1.820 0.891
H 0.571 -1.842 0.077
H 1.063 0.902 0.275
H 2.494 -0.325 0.629
H 1.303 0.285 1.846
```

Summary:
- E_HOMO (alpha / beta): -5.32 / -10.53 eV
- Maximum force: 10.93 eV Å⁻¹
- Multiplicity: 3
- Relative energy (zero: lowest compared OMol25 entry of this formula, charge and spin): 0.0 kJ/mol

For reference, the Mulliken charges in units of e are:
1. C -0.1129
2. C -0.2562
3. C -0.0219
4. C -0.4617
5. C -0.7926
6. F -0.2271
7. Br -0.1227
8. H 0.3717
9. H 0.3662
10. H 0.4529
11. H 0.1963
12. H 0.2877
13. H 0.3202